[1]
112
Properties=species:S:1:pos:R:3:forces:R:3:mulliken_charge:R:1 method="wB97M-V/def2-TZVPD" smiles="CCCCCCCCCCCCC[C@@](CC(=O)F)(N(F)S(C)(=O)=O)[C@](C[C@H](C)Cl)(O[C@@H](S)CCCN)P(O)Cl.CN(C)C=O.CN(C)C=O" lumo_energy_ev=0.12 fmax_ev_per_a=5.2
C 5.23797 0.95987 2.97408 0.275 -0.249 -0.142 -0.5728
C 6.33779 -0.10476 2.59285 -1.162 1.142 -0.789 -0.8099
C 5.92987 -0.72280 1.22338 1.167 -0.611 0.748 0.8572
C 6.76505 -1.99407 0.82948 -0.262 1.164 -0.487 -0.8550
C 7.33068 -1.84477 -0.61591 -0.336 -1.180 -0.366 -0.6928
C 6.33988 -2.30476 -1.72056 -0.738 -0.391 0.467 -1.1578
C 5.11661 -1.38198 -1.92209 -0.082 0.785 0.027 0.1982
C 5.45069 0.07305 -2.39640 -0.129 -0.259 -0.133 -0.9389
C 4.65073 1.18826 -1.69012 -0.268 0.662 -1.007 -0.9225
C 3.11338 1.04145 -1.86758 0.422 -0.721 0.837 0.7767
C 2.35246 1.83800 -0.79596 -0.555 0.800 -0.594 -0.8621
C 0.80574 1.82670 -0.99002 0.617 0.137 -0.204 -0.1890
C 0.17633 0.39900 -0.95246 0.280 0.607 0.203 -1.2688
C -0.66882 0.10009 0.35253 0.888 -0.087 -1.399 1.6399
C 0.39245 0.32088 1.48002 0.388 -0.569 -0.089 -0.4679
C 0.23844 -0.26922 2.87449 0.158 -1.095 -1.663 -0.1049
O 0.01206 0.41209 3.77150 -0.748 2.640 3.168 -0.4388
F 0.44616 -1.56700 3.16902 0.296 -0.197 -1.270 -0.2461
N -1.63693 1.20890 0.41898 0.937 -0.673 2.158 0.4540
F -2.20457 1.60909 -0.74675 -0.247 0.139 -0.342 -0.2813
S -2.31634 1.77601 1.81925 -4.766 1.981 0.944 1.2446
C -1.37282 3.11167 2.63973 1.117 0.011 -0.291 -1.0866
O -2.72139 0.78219 2.76067 2.288 -1.171 0.321 -0.6776
O -3.51964 2.47621 1.42094 0.917 0.644 -1.469 -0.7420
C -1.29350 -1.34510 0.23049 0.658 0.368 -1.281 0.3403
C -2.31033 -1.45016 -0.98520 -0.248 0.103 0.439 -2.0780
C -3.81761 -1.52860 -0.67515 -0.803 -0.496 -1.467 1.3929
C -4.55490 -1.50142 -2.05437 0.382 -0.714 0.448 -1.6462
Cl -4.54536 -0.25447 0.33003 0.316 -0.125 0.015 -0.0839
O -1.85937 -1.78548 1.44530 0.589 0.259 -0.580 0.5905
C -2.22023 -3.14749 1.58839 -2.504 0.134 2.263 -0.4171
S -1.06966 -4.17393 2.58912 0.828 -0.447 -0.895 -0.1192
C -3.56976 -3.12016 2.42042 0.687 -0.641 0.325 -0.6664
C -4.20876 -4.51845 2.61882 -1.204 0.287 -0.139 -1.0128
C -4.56333 -5.26238 1.30660 1.258 -0.038 -0.575 -0.1766
N -3.53166 -6.30720 1.05006 -0.267 -0.047 -0.382 -0.7010
P -0.03167 -2.70823 -0.32237 -0.321 -1.330 -0.420 -0.3658
O 0.28964 -2.38634 -1.94537 0.278 0.310 1.075 -0.3420
Cl 1.83246 -2.51479 0.59407 -0.063 0.443 -0.347 -0.1456
H 4.33043 0.80343 2.36262 0.245 -0.035 0.385 -0.1772
H 5.58555 1.97617 2.72770 -0.119 -0.310 0.260 0.2845
H 4.96002 0.91170 4.03733 0.095 0.141 -0.355 0.3465
H 7.24971 0.48872 2.41244 0.050 -0.705 0.437 0.2607
H 6.46106 -0.84672 3.39177 0.102 0.150 -0.326 0.4209
H 6.15986 0.03756 0.46218 -0.572 -0.154 0.235 -0.2890
H 4.85530 -0.96250 1.25146 0.318 0.180 -0.218 -0.1509
H 7.62973 -2.12911 1.49963 -0.435 0.107 -0.017 0.4313
H 6.10021 -2.86645 0.93042 0.470 0.033 -0.194 0.2863
H 8.19956 -2.52647 -0.67445 -0.135 0.518 -0.180 0.3777
H 7.63982 -0.81405 -0.85152 0.173 -0.325 0.451 0.3308
H 6.82540 -2.51407 -2.68956 0.048 0.346 0.374 0.3633
H 5.93772 -3.28168 -1.38004 0.216 0.288 -0.256 0.3801
H 4.53181 -1.29341 -0.98687 0.354 -0.252 -0.227 -0.2871
H 4.40959 -1.79843 -2.66247 0.379 -0.136 0.314 0.5127
H 5.20259 0.12944 -3.47218 0.191 0.088 0.352 0.4100
H 6.53239 0.28755 -2.32424 -0.406 -0.124 0.075 0.4648
H 4.92901 2.13572 -2.19559 0.006 -0.267 0.381 0.3800
H 4.90758 1.32642 -0.62825 -0.086 -0.335 -0.275 0.4004
H 2.78255 1.31100 -2.89124 0.248 -0.078 0.574 -0.1183
H 2.90092 -0.03552 -1.72563 -0.147 0.344 -0.209 0.0373
H 2.59925 1.56001 0.24260 0.214 -0.149 -0.440 -0.1284
H 2.65770 2.89871 -0.91075 -0.054 -0.386 0.229 0.4660
H 0.62532 2.27154 -1.98572 -0.093 -0.209 0.387 -0.1497
H 0.38218 2.53934 -0.26315 -0.169 -0.397 -0.220 0.2566
H -0.40329 0.27110 -1.87263 0.065 -0.212 0.394 0.4446
H 1.03072 -0.29180 -0.98082 -0.601 0.013 -0.030 -0.1017
H 1.39522 0.06231 1.10457 -0.566 -0.395 0.047 -0.1095
H 0.48826 1.40443 1.63421 -0.263 -0.435 0.178 0.5959
H -0.44909 3.32487 2.07661 -0.211 -0.213 0.410 0.2790
H -1.95637 4.04113 2.63267 -0.289 -0.637 -0.359 0.3854
H -1.17246 2.85911 3.68879 0.113 -0.363 -0.517 0.3954
H -2.12307 -2.37108 -1.57581 -0.003 0.304 0.364 1.1132
H -2.17269 -0.63954 -1.71411 0.163 -0.146 0.424 0.2781
H -4.10318 -2.50178 -0.24941 0.338 0.465 0.274 -0.7520
H -5.59945 -1.82532 -1.93196 0.285 0.445 -0.003 0.4296
H -4.48718 -0.51251 -2.52930 -0.073 -0.354 0.144 0.3753
H -4.07521 -2.27768 -2.68081 -0.175 0.473 -0.008 0.3844
H -2.51055 -3.66443 0.66053 0.971 0.126 0.085 0.5332
H -1.00328 -3.57341 3.80279 -0.543 0.309 -0.590 0.1666
H -3.29455 -2.74434 3.42108 -0.286 0.181 -0.419 0.4992
H -4.31383 -2.44703 1.97277 0.415 -0.050 0.029 0.2717
H -5.16541 -4.34207 3.14947 0.420 0.046 -0.141 0.4085
H -3.63750 -5.18061 3.28450 0.037 0.232 -0.431 0.4066
H -4.53490 -4.57904 0.42657 -0.457 0.145 0.596 0.1222
H -5.55753 -5.72949 1.30979 0.361 0.071 0.231 0.3885
H -3.71404 -6.75014 0.14826 -0.113 -0.016 0.271 0.2522
H -2.62490 -5.86067 0.91434 -0.130 -0.096 0.310 0.2528
H 1.07158 -2.91445 -2.17966 -0.269 0.121 -0.068 0.3661
C -6.53626 5.29396 1.42323 0.012 -0.056 -0.114 0.1161
O -7.34785 6.04507 0.91337 0.031 0.031 0.161 -0.6055
N -6.15834 5.32706 2.71845 0.089 -0.087 -0.047 0.1490
C -5.18311 4.39839 3.25761 -0.258 0.199 0.018 -0.6238
C -6.74842 6.32363 3.59334 -0.101 0.012 -0.283 -0.9919
H -6.03000 4.50171 0.84601 0.033 -0.012 0.072 0.2827
H -5.64233 3.82141 4.06394 0.163 -0.051 0.046 0.3397
H -4.33145 4.96065 3.65205 0.052 -0.132 0.075 0.3143
H -4.83259 3.71571 2.48603 -0.083 0.112 0.074 0.1101
H -7.83159 6.19246 3.61747 0.009 0.118 0.069 0.2911
H -6.53057 7.32167 3.20889 -0.090 0.034 0.097 0.2957
H -6.34635 6.22429 4.59951 0.038 -0.069 -0.057 0.3874
C 0.99597 0.44453 -5.30908 0.025 -0.069 -0.003 0.0952
O 2.11976 0.88003 -5.13966 -0.124 0.086 -0.012 -0.6321
N -0.11541 1.19887 -5.43685 -0.018 -0.215 0.039 0.1601
C -1.42675 0.61261 -5.63515 0.113 0.276 0.036 -1.0035
C 0.00936 2.64522 -5.37297 0.234 -0.110 0.013 -0.9104
H 0.79343 -0.63858 -5.37164 -0.051 0.020 -0.008 0.3393
H -1.84417 0.96680 -6.57996 -0.130 -0.088 0.039 0.3790
H -2.08562 0.91021 -4.81588 -0.115 -0.078 -0.074 0.3506
H -1.36106 -0.47398 -5.66117 0.068 0.030 0.011 0.3015
H 0.67750 2.98816 -6.16423 -0.015 0.104 0.066 0.3182
H 0.43779 2.93200 -4.41103 -0.004 0.116 -0.059 0.2191
H -0.96623 3.11177 -5.49118 -0.006 -0.093 0.005 0.3988

[2]
113
Properties=species:S:1:pos:R:3:forces:R:3:mulliken_charge:R:1 method="wB97M-V/def2-TZVPD" smiles="CCOP(=O)(CCc1c(CCCCCN)c(CNC)cc2nsnc12)OCC.CCOP(=O)(OCC)OCC.CCOP(=O)(OCC)OCC" de_lowest_kcal_mol=427.7 lumo_energy_ev=-1.80 fmax_ev_per_a=9.7
C 4.02144 -0.25658 6.49163 0.789 -0.963 0.493 -0.5708
C 4.99795 -0.97832 5.34900 -0.251 -1.318 1.885 -0.2594
O 5.52444 -0.03778 4.34767 -2.625 1.207 -1.252 -0.4599
P 4.22544 0.69909 3.41691 -2.337 -4.494 -1.119 0.9504
O 3.02058 -0.32568 3.42562 3.329 3.616 0.281 -0.6310
C 3.76715 2.44010 4.08286 1.109 1.525 0.391 -0.6684
C 2.40502 2.47743 4.99064 -1.178 -0.412 0.084 0.3423
C 1.49754 3.83244 4.84474 -2.935 1.044 0.313 -0.1106
C -0.13579 3.70339 5.18236 3.850 3.237 -1.372 0.1568
C -0.81819 2.28558 5.64954 -0.544 0.683 0.649 -0.8856
C -1.82079 1.60489 4.54601 -0.895 -0.851 0.215 -0.3720
C -1.16106 0.39146 3.66436 0.108 0.410 -0.037 -0.0001
C -1.60086 -1.12158 4.11857 0.773 -0.245 -0.679 -0.5942
C -1.66631 -2.10935 2.77714 -0.209 0.253 0.050 -0.3091
N -3.08031 -2.71299 2.71077 1.097 0.349 -0.390 -0.6761
C -0.97765 5.14222 5.04267 2.752 1.839 -0.939 0.2774
C -2.59952 5.14715 5.37438 1.270 -0.372 0.921 -0.0009
N -3.33375 6.33844 4.79538 -1.060 -0.870 1.183 -0.2757
C -4.61093 5.93731 4.07284 -0.966 -0.167 -0.538 -0.6755
C -0.27284 6.57465 4.61817 0.534 -2.694 0.638 -0.6628
C 1.32955 6.71045 4.29951 0.030 -0.978 0.315 0.3487
N 2.14522 7.95971 3.93495 -0.881 -5.804 1.068 -0.5446
S 3.81167 7.39934 3.72777 -5.300 -3.739 1.806 0.1683
N 3.57799 5.68100 4.11598 -3.439 0.079 0.413 -0.4446
C 2.13947 5.28099 4.42918 1.631 3.884 -0.812 0.2935
O 4.76730 0.79045 1.73005 -1.651 0.592 2.817 -0.5274
C 3.64487 1.24012 0.87168 -1.062 1.007 -1.360 0.0226
C 3.40066 0.29937 -0.45910 0.305 0.284 -0.742 -0.9016
H 2.88419 -0.49417 6.33766 2.275 0.779 0.053 0.0976
H 4.28068 0.88279 6.56514 -0.669 -2.169 -0.251 0.1306
H 4.33306 -0.73237 7.54047 -0.723 1.041 -2.241 0.3771
H 4.48444 -1.94448 4.87892 0.945 2.467 0.757 0.2164
H 5.93043 -1.39472 5.95901 -1.708 1.194 -1.639 0.3144
H 3.71004 3.21443 3.17612 0.014 -1.888 1.909 0.3565
H 4.69921 2.80949 4.73102 -2.011 -0.795 -1.451 0.3553
H 2.59585 2.30039 6.15369 -0.081 0.486 -2.619 0.3323
H 1.71167 1.56502 4.65983 1.591 2.036 0.607 -0.4435
H -0.03047 1.48087 6.04211 -1.550 1.970 -1.108 0.2984
H -1.49384 2.53157 6.60228 1.546 -0.329 -2.015 0.4406
H -2.33221 2.36879 3.80829 1.295 -1.255 1.624 0.2765
H -2.71609 1.11794 5.16614 1.857 1.099 -1.275 0.3095
H -1.45836 0.58434 2.53050 0.730 -0.562 2.391 0.3323
H 0.00742 0.45991 3.77397 -2.204 -0.125 -0.535 -0.3643
H -0.76548 -1.52379 4.86342 -1.917 0.764 -1.538 0.2069
H -2.64186 -1.20099 4.64868 1.950 0.373 -1.046 0.3773
H -1.48875 -1.52460 1.77083 0.069 -0.801 2.109 0.2027
H -0.83431 -2.93389 2.85213 -1.885 1.426 -0.138 0.3073
H -3.11494 -3.48091 2.00191 -0.070 1.218 0.650 0.2201
H -3.75356 -1.94898 2.45571 0.975 -1.200 0.087 0.2413
H -3.00851 4.10335 5.01088 0.622 2.286 0.592 -0.1078
H -2.69404 5.16288 6.56040 0.277 -0.205 -2.380 0.1831
H -3.57221 7.03310 5.56484 0.474 -1.531 -1.338 0.2855
H -4.42818 6.07145 2.91833 -0.571 -0.344 2.248 0.2217
H -5.55408 6.59218 4.39780 2.242 -1.246 -0.739 0.2727
H -4.93625 4.81125 4.27963 0.817 2.320 -0.411 0.2210
H -0.91521 7.56860 4.56657 1.301 -2.605 0.117 0.2586
H 3.89357 2.33241 0.47755 -0.349 -2.276 0.963 0.2593
H 2.61822 1.32025 1.43144 2.112 -0.357 -0.731 0.1192
H 3.76584 0.89439 -1.42735 -0.790 -1.290 2.154 0.2333
H 2.25427 0.07716 -0.61743 2.334 0.424 0.499 0.1866
H 3.99313 -0.71101 -0.45454 -1.174 1.975 0.327 0.2983
O -3.80202 -4.44170 -1.09581 4.419 -1.146 -0.651 -0.6951
P -3.57817 -5.47448 -2.22740 -9.643 0.051 -1.026 0.9891
O -4.48787 -4.65891 -3.35121 1.066 0.492 -0.176 -0.3590
C -4.16165 -3.32464 -3.69704 -0.231 0.422 -0.240 -0.2459
C -3.20021 -3.28848 -4.86720 0.143 0.077 -0.136 -0.9200
O -4.76931 -6.52206 -1.72228 1.695 -0.425 -0.155 -0.3690
C -5.09332 -6.61116 -0.34213 -0.327 0.073 0.454 -0.2842
C -6.29166 -5.73096 -0.01907 -0.028 0.241 -0.067 -1.0561
O -3.32804 -6.62847 -3.49177 2.843 0.556 2.485 -0.3183
C -2.17009 -6.55275 -4.29931 0.322 -0.307 -0.680 -0.0271
C -0.90875 -6.19465 -3.53992 0.034 -0.225 0.028 -1.1797
H -3.74760 -2.77654 -2.84604 -0.091 -0.090 0.044 0.2591
H -5.09502 -2.83227 -3.98271 -0.014 -0.099 0.084 0.3404
H -2.21519 -3.65418 -4.56611 0.059 0.049 -0.028 0.0470
H -3.07719 -2.26655 -5.23894 0.002 -0.099 0.039 0.4191
H -3.55471 -3.92088 -5.68695 -0.036 0.135 0.101 0.3008
H -4.22695 -6.36450 0.28047 -0.203 0.102 -0.092 0.2855
H -5.34733 -7.65667 -0.12598 0.090 0.114 -0.227 0.3496
H -6.17221 -4.71345 -0.41266 0.187 -0.243 0.173 0.2582
H -6.44597 -5.67155 1.06139 -0.015 -0.027 -0.062 0.3497
H -7.19292 -6.13493 -0.47982 -0.018 -0.093 0.031 0.3092
H -2.34956 -5.86011 -5.12213 0.032 0.164 0.017 0.1515
H -2.03660 -7.54141 -4.75374 -0.133 0.066 0.128 0.3606
H -0.99758 -5.22157 -3.04848 -0.022 0.190 -0.043 0.2970
H -0.05422 -6.15440 -4.22241 -0.080 0.049 0.141 0.3709
H -0.70188 -6.93560 -2.76226 -0.011 0.014 -0.097 0.3571
O 2.05913 1.42291 -4.95190 4.413 -1.196 -0.705 -0.6965
P 2.28299 0.39013 -6.08348 -9.596 0.115 -0.977 0.9617
O 1.37329 1.20570 -7.20730 1.056 0.490 -0.204 -0.3286
C 1.69951 2.53996 -7.55312 -0.239 0.422 -0.218 -0.2388
C 2.66095 2.57612 -8.72328 0.153 0.065 -0.150 -1.0492
O 1.09185 -0.65745 -5.57837 1.652 -0.465 -0.149 -0.3842
C 0.76784 -0.74655 -4.19822 -0.310 0.107 0.437 -0.2060
C -0.43050 0.13365 -3.87516 -0.015 0.239 -0.067 -0.9845
O 2.53311 -0.76386 -7.34786 2.830 0.545 2.476 -0.2888
C 3.69106 -0.68814 -8.15539 0.323 -0.312 -0.670 -0.0594
C 4.95241 -0.33004 -7.39600 0.031 -0.219 0.031 -1.2443
H 2.11356 3.08807 -6.70213 -0.095 -0.095 0.040 0.2691
H 0.76614 3.03234 -7.83879 -0.011 -0.099 0.084 0.3375
H 3.64596 2.21042 -8.42219 0.049 0.047 -0.025 0.2198
H 2.78397 3.59806 -9.09502 -0.008 -0.098 0.048 0.4200
H 2.30644 1.94373 -9.54303 -0.039 0.134 0.101 0.2437
H 1.63421 -0.49990 -3.57562 -0.200 0.108 -0.084 0.2839
H 0.51383 -1.79207 -3.98206 0.082 0.088 -0.221 0.3301
H -0.31105 1.15116 -4.26874 0.188 -0.248 0.178 0.3037
H -0.58482 0.19306 -2.79470 -0.022 -0.027 -0.056 0.3487
H -1.33176 -0.27032 -4.33591 -0.033 -0.099 0.029 0.1535
H 3.51159 0.00449 -8.97822 0.029 0.163 0.015 0.1656
H 3.82456 -1.67680 -8.60982 -0.133 0.067 0.125 0.3430
H 4.86358 0.64303 -6.90457 -0.020 0.184 -0.043 0.3667
H 5.80693 -0.28979 -8.07850 -0.080 0.044 0.143 0.3699
H 5.15927 -1.07099 -6.61835 -0.009 0.016 -0.099 0.3667

| no. | gap between HOMO and LUMO (eV) | E_HOMO (eV) |
| --- | --- | --- |
| 1 | 8.993 | -8.87 |
| 2 | 6.254 | -8.05 |